[1]
The following is a DFT calculation (ωB97M-V/def2-TZVPD) of a single C20H23NO3 molecule.

XYZ file:
```
47
Properties=species:S:1:pos:R:3:lowdin_charge:R:1
C 6.3647 3.2788 0.0961 -0.094
O 6.4297 1.9871 -0.4561 -0.089
C 5.3715 1.1474 -0.2693 -0.282
C 4.2146 1.4595 0.4342 -0.013
C 3.1982 0.5287 0.5653 -0.004
C 3.3188 -0.7316 -0.0042 -0.224
N 2.3279 -1.7182 0.0973 0.128
C 1.1287 -1.6667 0.7337 -0.448
O 0.7100 -0.7050 1.3423 0.067
C 0.3549 -2.9775 0.6375 -0.096
C -1.1376 -2.7248 0.8428 -0.104
C -1.7421 -2.1045 -0.4076 -0.353
O -1.4870 -2.5430 -1.5084 0.100
C -2.6874 -0.9839 -0.2093 -0.151
C -2.4654 0.0181 0.7318 -0.010
C -3.3695 1.0556 0.8594 -0.015
C -4.5161 1.1171 0.0758 -0.210
C -5.4992 2.2480 0.2463 -0.391
C -6.8715 1.7157 0.6652 -0.065
C -5.6053 3.0730 -1.0383 -0.065
C -4.7235 0.1197 -0.8721 -0.024
C -3.8159 -0.9076 -1.0246 -0.004
C 4.4797 -1.0439 -0.7117 -0.023
C 5.4910 -0.1196 -0.8427 -0.004
H 6.2774 3.2464 1.1871 0.095
H 5.5291 3.8523 -0.3183 0.095
H 7.3018 3.7626 -0.1749 0.092
H 4.0851 2.4282 0.8897 0.104
H 2.3064 0.7828 1.1123 0.100
H 2.5523 -2.5777 -0.3851 0.143
H 0.7367 -3.6497 1.4104 0.127
H 0.5093 -3.4401 -0.3391 0.114
H -1.2967 -2.0939 1.7146 0.107
H -1.6546 -3.6752 1.0002 0.133
H -1.5630 0.0166 1.3242 0.098
H -3.1801 1.8351 1.5840 0.113
H -5.1304 2.9038 1.0429 0.130
H -7.2958 1.0845 -0.1116 0.074
H -7.5551 2.5421 0.8469 0.076
H -6.7879 1.1283 1.5771 0.082
H -6.0035 2.4727 -1.8524 0.075
H -6.2656 3.9237 -0.8846 0.076
H -4.6256 3.4429 -1.3324 0.083
H -5.5987 0.1482 -1.5038 0.111
H -3.9727 -1.6753 -1.7682 0.118
H 4.5873 -2.0206 -1.1626 0.111
H 6.3909 -0.3547 -1.3883 0.118
```

Computed properties:
Total charge ... 0
E_HOMO ... -7.99 eV
Multiplicity ... 1
Energy ... -1056.41622 Ha
SMILES ... COc1ccc(NC(=O)CCC(=O)c2ccc(C(C)C)cc2)cc1
Frontier orbital gap ... 8.65 eV

=====

[2]
The following is a DFT calculation (ωB97M-V/def2-TZVPD) of C20H23NO4 as an isolated structure at a distorted geometry.

XYZ file:
```
48
Properties=species:S:1:pos:R:3:lowdin_charge:R:1
C -7.1986 -1.7576 -0.1597 -0.106
C -6.3749 -1.3724 1.0382 -0.192
O -5.7546 -0.0039 0.9290 -0.016
C -4.7011 0.0179 0.2201 -0.255
C -3.9843 -1.1552 -0.4714 0.046
C -2.8881 -0.7815 -0.9341 -0.079
C -2.4586 0.4841 -0.9495 -0.117
C -3.1436 1.6611 -0.6809 -0.007
C -4.3476 1.3830 0.0178 0.005
H -4.8396 2.1072 0.5397 0.081
H -2.8755 2.8712 -0.6263 0.171
O -1.3260 0.8558 -1.9487 -0.055
C -0.3941 1.7343 -1.8085 -0.214
C 0.5341 1.8776 -0.4751 -0.220
C 1.8529 1.5214 -0.8419 0.147
C 2.6512 1.3341 0.4883 -0.105
C 2.2658 1.3016 1.7118 -0.061
C 0.8494 1.6657 1.9464 0.041
C 0.1352 1.9843 0.7247 -0.083
H -1.0465 2.1149 1.0827 0.166
H 0.4553 1.7944 2.7804 0.007
H 2.7824 1.4435 2.6539 0.127
C 4.1786 1.2808 0.1670 -0.643
O 4.8069 2.0891 -0.2151 0.210
N 4.6973 0.1484 0.2691 0.015
C 4.0181 -1.1709 0.8610 -0.144
H 2.8887 -1.1299 0.9649 0.109
C 4.1631 -2.1052 -0.2428 -0.289
H 3.5634 -3.2362 0.1945 0.189
O 5.5219 -2.6072 -0.3270 -0.180
C 6.2271 -1.3095 -0.8297 -0.100
H 7.2208 -1.7661 -1.0203 0.130
C 6.1302 -0.2780 0.2969 -0.082
H 6.5642 0.4693 -0.0845 0.045
H 6.5166 -0.7232 1.2193 0.142
H 5.8837 -0.8395 -1.7054 0.104
H 3.7118 -1.9027 -1.3265 0.163
H 4.3066 -1.5573 2.0940 0.213
H 2.2395 1.5197 -1.7014 0.038
H -1.1396 2.9522 -1.5215 0.164
H 0.2457 1.8938 -2.4599 0.018
H -2.3925 -1.4168 -1.1885 0.017
H -4.4203 -2.0499 -0.2146 0.080
H -5.8480 -2.2709 1.3580 0.113
H -7.3581 -1.1952 1.7821 0.174
H -7.5894 -2.7791 -0.1201 0.086
H -7.9111 -1.1147 -0.4513 0.031
H -6.4183 -1.9827 -1.0348 0.115
```

Computed properties:
Total charge ... 0
E_HOMO ... -7.77 eV
Multiplicity ... 1
Energy ... -1130.95520 Ha
Frontier orbital gap ... 8.31 eV

=====

[3]
The following is a DFT calculation (ωB97M-V/def2-TZVPD) of C20H24Br2F5N2O6V as an isolated structure.

XYZ file:
```
60
Properties=species:S:1:pos:R:3:lowdin_charge:R:1
V -1.2882 -0.3566 -0.5395 0.909
C 1.8510 -2.6227 0.4971 -0.083
O 1.6942 -1.2778 0.0762 -0.194
C 2.3248 -1.0344 -1.1514 -0.214
C 2.1364 0.4197 -1.4867 -0.158
O 0.7549 0.6842 -1.6892 -0.173
C 0.3886 1.4926 -2.7881 -0.177
C -0.6748 0.7896 -3.5911 -0.198
O -1.7688 0.5181 -2.7379 -0.249
C -2.8292 -0.1500 -3.4341 -0.053
H 2.9148 -2.8451 0.6572 0.087
H 1.3168 -2.7298 1.4393 0.073
H 1.4277 -3.3055 -0.2444 0.063
H 3.4067 -1.2358 -1.0841 0.130
H 1.8985 -1.6707 -1.9367 0.119
H 2.5083 1.0469 -0.6702 0.118
H 2.7001 0.6516 -2.3960 0.125
H 0.0241 2.4588 -2.4198 0.122
H 1.2493 1.6857 -3.4355 0.126
H -0.9952 1.4369 -4.4186 0.133
H -0.2848 -0.1436 -4.0016 0.125
H -3.1985 0.4973 -4.2360 0.092
H -2.4633 -1.0929 -3.8451 0.086
H -3.6084 -0.3455 -2.7044 0.087
C 1.6807 3.5554 0.8481 -0.037
C 1.6039 2.5175 1.9356 -0.334
C 2.4278 2.6536 3.0818 -0.028
C 2.3594 1.7109 4.0575 -0.041
C 1.4901 0.6030 3.9125 -0.196
C 1.3557 -0.4252 4.8759 -0.644
Br 2.3574 -0.3837 6.4922 0.715
C 0.5049 -1.4689 4.6532 -0.191
C -0.2377 -1.5487 3.4704 -0.618
Br -1.3430 -3.0560 3.2121 0.776
C -0.1644 -0.5926 2.4525 -0.419
O -0.7935 -0.6931 1.3603 -0.170
C 0.7251 0.5340 2.7266 -0.106
N 0.7908 1.5093 1.7763 0.167
H 1.7462 4.5608 1.2668 0.074
H 0.8082 3.4980 0.1984 0.062
H 2.5699 3.4026 0.2302 0.076
H 3.0908 3.5056 3.1681 0.106
H 2.9656 1.7874 4.9502 0.069
H 0.4042 -2.2573 5.3864 0.088
N -1.6370 1.7126 -0.0464 -0.028
C -2.8927 1.6630 0.7279 -0.134
C -3.8864 0.7037 0.0563 -0.645
O -5.0829 0.9662 0.0708 0.013
O -3.3299 -0.3293 -0.4685 -0.128
H -0.8530 2.0105 0.5262 0.048
H -1.7426 2.3081 -0.8574 0.091
H -3.3475 2.6441 0.8672 0.111
H -2.6457 1.2466 1.7062 0.121
F -0.4023 -2.0607 -2.8815 -0.096
C -0.3648 -3.1397 -1.9462 -0.163
F -1.1629 -2.5659 -0.8534 -0.131
C -1.3790 -4.1044 -2.5466 -0.619
F -2.5856 -3.5756 -2.8848 0.099
F -0.8832 -4.6437 -3.6842 0.098
F -1.6313 -5.1190 -1.7001 0.116
```

Computed properties:
Total charge ... -1
E_HOMO (spin up / spin down) ... -3.92 / -4.83 eV
Multiplicity ... 4
Energy ... -7928.94726 Ha
Frontier orbital gap (spin up / spin down) ... 6.18 / 7.08 eV

=====

[4]
The following is a DFT calculation (ωB97M-V/def2-TZVPD) of C20H24BrCl3CoF4GeN7O4 as an isolated structure at a distorted geometry.

XYZ file:
```
65
Properties=species:S:1:pos:R:3:lowdin_charge:R:1
Co -1.0698 -0.2706 -0.0329 0.455
C -2.9151 -1.1842 2.8110 -0.057
C -1.4831 -1.6799 2.7901 -0.217
N -0.5487 -0.8497 1.9978 -0.163
C 0.6897 -1.6093 1.7368 -0.130
C 1.6053 -2.9721 -0.1807 -0.444
C -0.3185 0.4794 2.6355 -0.118
C -0.4203 1.7108 1.7275 -0.205
N -1.3106 1.5129 0.5897 -0.059
C -1.6165 2.6141 -0.1682 -0.169
C -2.6904 2.5522 -1.0763 -0.181
F -3.4350 1.4235 -1.1211 0.041
C -3.0672 3.5913 -1.8920 -0.234
F -4.1202 3.4203 -2.7013 0.095
C -2.4072 4.8043 -1.8662 0.063
C -1.3651 4.9072 -0.9751 -0.219
F -0.6857 6.0618 -0.8820 0.089
C -0.9746 3.8634 -0.1546 -0.135
F 0.0829 4.1047 0.6568 0.066
H -3.5195 -1.8593 3.4172 0.086
H -3.3310 -1.1597 1.8131 0.040
H -3.0062 -0.1852 3.2366 0.078
H -1.4565 -2.6838 2.3633 0.118
H -1.1045 -1.7429 3.8172 0.127
H 0.9609 -2.2125 2.6095 0.139
H 1.4913 -0.9113 1.5290 0.108
H 2.1400 -4.5433 0.8333 0.107
H 3.4195 -2.3794 -0.4573 0.112
H 1.3679 -2.8281 -1.2353 0.102
H 0.6714 0.4829 3.0994 0.129
H -1.0493 0.5784 3.4359 0.108
H 0.5829 1.9781 1.4061 0.071
H -0.7834 2.5397 2.3415 0.129
H -2.6925 5.6236 -2.5078 0.135
N -2.8798 -1.1004 -0.5579 -0.044
N -2.7315 -2.4960 -0.8710 0.023
C -1.4674 -2.9788 -0.5858 -0.445
N -1.2530 -4.2975 -0.6597 0.229
N -0.6299 -2.1072 -0.1343 -0.033
N 0.4680 -2.5330 0.6055 -0.036
O 2.7413 -2.2726 0.2203 0.037
O 1.8040 -4.3674 -0.0554 0.011
H -3.6906 -1.0155 0.0454 0.100
H -3.1193 -0.6473 -1.4482 -0.057
H -3.0441 -2.6550 -1.8306 0.059
H -1.9347 -4.8793 -1.1134 0.121
H -0.3117 -4.6472 -0.5408 0.091
Cl -0.8805 1.4098 -4.2499 0.195
Ge -0.8406 -0.0473 -2.6658 0.095
Cl -2.8746 -1.0538 -3.5343 0.067
Cl 0.3021 -1.7920 -3.4064 0.166
Br 3.7948 -0.4550 -3.2663 0.817
C 4.0232 0.5128 -1.6608 -0.605
C 5.3268 0.8083 -1.2870 -0.127
C 5.5770 1.4606 -0.0904 -0.072
C 4.5228 1.8008 0.7437 -0.062
C 3.2271 1.4986 0.3629 -0.006
C 2.9526 0.8639 -0.8466 -0.148
C 1.5180 0.5797 -1.1749 -0.570
O 1.1041 0.7919 -2.3261 -0.200
O 0.8104 0.1661 -0.2155 -0.083
H 6.1404 0.5176 -1.9364 0.097
H 6.5957 1.6935 0.1908 0.108
H 4.7058 2.2969 1.6873 0.107
H 2.4031 1.7678 1.0046 0.098
```

Computed properties:
Total charge ... 0
E_HOMO (spin up / spin down) ... -7.42 / -7.41 eV
Multiplicity ... 1
Energy ... -9274.62413 Ha
Frontier orbital gap (spin up / spin down) ... 7.50 / 5.84 eV

=====

[5]
The following is a DFT calculation (ωB97M-V/def2-TZVPD) of C20H24BrNOP2Y as an isolated structure at a distorted geometry.

XYZ file:
```
50
Properties=species:S:1:pos:R:3:lowdin_charge:R:1
C -1.3746 3.3672 -1.5258 -0.044
C -1.2407 2.0408 -1.1415 -0.227
C 0.0646 1.4508 -1.2212 -0.211
C 1.1957 2.2209 -1.5942 -0.189
C 1.0181 3.5999 -1.8654 -0.015
C -0.2568 4.1392 -1.8902 -0.062
C 2.4558 1.5702 -1.4979 -0.059
C 2.4968 0.1674 -1.6941 -0.159
C 1.3418 -0.5555 -1.2892 -0.192
C 1.3632 -1.9822 -1.1708 -0.229
C 2.5672 -2.6357 -1.4030 -0.040
C 3.7132 -1.9328 -1.8337 -0.059
C 3.6606 -0.5659 -2.0456 -0.008
H -2.3652 3.8209 -1.5341 0.120
H 1.9038 4.2247 -2.0265 0.123
H -0.4017 5.1733 -2.1999 0.112
H 3.3452 2.1605 -1.7183 0.137
H 2.6305 -3.7196 -1.2411 0.122
H 4.6427 -2.4911 -1.9850 0.115
H 4.5427 -0.0308 -2.4177 0.124
N 0.2971 0.1700 -0.7334 -0.054
Y 0.2121 0.0947 1.6043 0.904
C -2.4065 1.2197 -0.6006 -0.296
H -2.3461 0.1755 -0.9523 0.081
H -3.3866 1.6307 -0.8979 0.101
C 0.1337 -2.7343 -0.6856 -0.290
H -0.7798 -2.3067 -1.1270 0.091
H 0.1843 -3.8077 -0.9222 0.103
P -2.3687 1.0820 1.2559 0.751
P -0.0606 -2.5734 1.1423 0.782
C 1.2887 -3.5955 1.8120 -0.246
H 1.2182 -3.5856 2.9096 0.057
H 1.2138 -4.6262 1.4428 0.062
H 2.2603 -3.1748 1.5301 0.047
C -1.5561 -3.5604 1.4696 -0.250
H -1.3784 -4.6221 1.2266 0.064
H -1.8122 -3.4533 2.5360 0.054
H -2.4035 -3.1825 0.8746 0.045
C -2.7211 2.7695 1.8541 -0.250
H -3.7510 3.1043 1.6328 0.064
H -2.5604 2.7902 2.9452 0.046
H -2.0118 3.4796 1.4105 0.044
C -3.8418 0.0863 1.6341 -0.257
H -3.8300 -0.1628 2.7042 0.045
H -4.7889 0.5944 1.3919 0.064
H -3.7971 -0.8636 1.0876 0.037
C 2.4902 1.7680 0.7657 -0.055
O 2.4479 0.7684 1.4672 -0.153
H 3.3356 2.4452 0.4124 0.111
Br -0.5841 0.0481 4.1044 -0.064
```

Computed properties:
Total charge ... +1
E_HOMO (spin up / spin down) ... -9.55 / -10.85 eV
Multiplicity ... 1
Energy ... -4201.41683 Ha
Frontier orbital gap (spin up / spin down) ... 5.69 / 6.45 eV

=====

Look up the multiplicity of the first one. 1